1.
94
Properties=species:S:1:pos:R:3:forces:R:3 method="wB97M-V/def2-TZVPD" e_homo_ev=-11.2 total_energy_ha=-2090.295184 charge=+1 fmax_ev_per_a=1.27 lumo_ev=-3.28
C 0.96096 1.57493 3.24720 0.21 0.09 -0.06
C 1.64952 2.64985 2.43786 -0.12 0.28 0.52
O 1.09134 2.70364 1.10178 0.05 -0.09 -0.06
P 1.97417 2.11092 -0.07301 0.56 0.33 -0.19
O 2.70446 0.87117 0.24191 0.08 1.09 0.66
C 0.79258 1.94458 -1.41637 -0.37 0.16 0.25
C -0.36925 1.00561 -1.03291 0.15 0.30 0.24
C -1.58503 1.81144 -0.58304 0.31 0.23 -0.29
N -2.81713 0.99312 -0.49045 0.14 -0.04 0.30
C -2.56552 -0.23243 0.16828 -0.20 -0.55 0.33
N -2.37404 -1.31079 -0.57447 0.14 0.31 -0.06
N -2.51377 -0.36050 1.50912 0.12 0.84 -0.57
C -1.17978 -0.74387 2.10491 0.02 -0.76 0.46
C -0.66936 -2.15612 1.81294 -0.06 0.20 -0.23
C 0.40420 -2.28075 0.73423 0.16 -0.30 0.08
C 1.81436 -1.87378 1.18006 -0.34 -0.15 -0.26
C 2.80871 -2.30078 0.09604 -0.19 0.49 -0.07
C 2.72396 -1.37410 -1.11661 -0.48 -0.25 -0.40
O 2.06439 -2.05750 -2.18468 -0.11 -0.14 -0.25
C 1.54544 -1.17948 -3.15940 0.15 -0.33 -0.14
C -3.25530 0.65408 2.27941 -0.18 0.02 0.38
O -3.44925 1.86678 1.59743 -0.06 0.01 0.00
C -3.89211 1.65571 0.27538 -0.26 -0.20 -0.36
N -4.96692 0.66795 0.26848 0.01 0.18 -0.26
C -4.31913 3.01185 -0.31005 0.19 -0.18 -0.30
N -4.41568 3.06542 -1.76030 0.01 0.04 0.20
O 2.92210 3.32767 -0.46804 -0.30 -0.21 -0.04
C 3.97643 3.04011 -1.41704 0.46 0.24 -0.13
C 5.31428 2.79411 -0.72857 0.05 -0.06 -0.20
H -0.11618 1.75185 3.25561 0.01 -0.05 0.00
H 1.31328 1.60416 4.27855 0.03 0.01 0.01
H 1.18490 0.58937 2.83623 -0.01 0.05 0.12
H 2.72791 2.49872 2.40614 0.01 -0.10 -0.15
H 1.47383 3.62833 2.88403 -0.03 0.04 -0.14
H 0.42256 2.94827 -1.64069 0.04 -0.03 -0.14
H 1.32056 1.57116 -2.29208 0.04 0.08 0.02
H -0.61287 0.35158 -1.87290 0.02 0.13 -0.01
H -0.01838 0.38886 -0.19980 -0.14 -0.27 -0.17
H -1.35561 2.31544 0.35943 -0.06 -0.09 0.08
H -1.77168 2.58687 -1.32427 -0.14 -0.03 -0.03
H -1.91079 -1.22899 -1.46818 -0.58 -0.01 -0.24
H -2.71122 -2.20854 -0.26744 0.66 -0.12 0.35
H -1.32222 -0.67252 3.18121 -0.15 0.10 -0.03
H -0.43817 0.01334 1.84692 -0.22 -0.05 -0.19
H -1.52503 -2.79490 1.58444 -0.02 -0.05 0.08
H -0.23553 -2.52925 2.74053 -0.05 -0.02 0.02
H 0.16706 -1.72832 -0.17850 -0.14 -0.05 0.00
H 0.44214 -3.33332 0.43710 -0.01 0.01 -0.04
H 1.85421 -0.78370 1.28859 0.16 -0.30 0.20
H 2.04590 -2.33449 2.13921 -0.03 -0.03 0.04
H 3.82555 -2.33213 0.48404 0.00 -0.01 0.02
H 2.53064 -3.29455 -0.26046 0.26 -0.13 0.08
H 2.14299 -0.47566 -0.87510 0.33 -0.74 -0.25
H 3.71710 -1.06310 -1.45553 0.02 0.12 0.00
H 1.75351 -1.56583 -4.15829 0.01 -0.09 0.04
H 0.45501 -1.09322 -3.08020 0.03 0.09 0.07
H 1.99559 -0.18497 -3.10279 -0.01 -0.03 0.01
H -4.21875 0.22560 2.55825 0.02 -0.12 -0.11
H -2.70441 0.87840 3.18836 0.08 0.09 -0.10
H -5.82902 1.08167 0.61057 0.07 -0.05 0.15
H -5.14632 0.38547 -0.69013 0.03 -0.06 0.03
H -3.63697 3.78497 0.03934 -0.09 0.07 0.06
H -5.31636 3.19897 0.09424 0.13 0.16 0.30
H -3.58947 3.44854 -2.19278 0.02 -0.09 -0.05
H -4.63117 2.17144 -2.17884 -0.01 0.04 -0.06
H 3.71699 2.19561 -2.05798 -0.20 -0.10 0.16
H 4.03558 3.91643 -2.06068 -0.09 0.00 0.03
H 5.95337 3.67342 -0.78722 -0.04 0.03 0.16
H 5.83947 1.97695 -1.22299 0.02 0.00 0.03
H 5.17686 2.51368 0.31290 -0.06 -0.01 0.01
C -2.00576 -1.28603 -5.86701 0.02 -0.02 0.12
C -1.54626 0.14957 -5.66365 -0.01 -0.11 -0.27
C -1.91090 1.03080 -6.84676 0.04 0.10 0.05
O -0.13924 0.19284 -5.41849 -0.05 0.06 0.15
H -1.52037 -1.71768 -6.74580 -0.04 0.02 -0.03
H -1.73889 -1.90266 -5.00716 0.00 0.00 0.00
H -3.08511 -1.33995 -6.01427 0.00 0.00 -0.02
H -2.00427 0.55336 -4.75663 0.04 0.03 0.04
H -1.42309 0.66508 -7.75390 -0.04 -0.04 -0.01
H -1.57744 2.05492 -6.67984 -0.01 0.00 0.01
H -2.98775 1.03832 -7.01875 0.00 -0.02 -0.01
H 0.30560 -0.15298 -6.20088 0.02 0.03 0.01
C 0.92622 -3.10454 6.71511 -0.09 0.08 -0.02
C 1.11166 -3.36547 5.23011 0.22 -0.04 0.18
C 2.25769 -4.32675 4.96224 -0.02 0.01 -0.13
O 1.32216 -2.13338 4.52695 -0.15 0.03 0.02
H 1.82832 -2.65158 7.13481 0.03 -0.05 0.01
H 0.09778 -2.41650 6.88537 -0.01 -0.02 -0.01
H 0.72639 -4.02960 7.25611 0.01 0.00 0.00
H 0.18803 -3.77654 4.81556 -0.01 0.05 -0.04
H 3.19732 -3.90753 5.33171 -0.01 -0.02 0.05
H 2.37082 -4.50468 3.89208 -0.02 -0.01 0.01
H 2.09359 -5.28400 5.45728 0.00 0.00 0.01
H 2.13403 -1.73942 4.86688 -0.01 0.00 -0.02

=====

2.
93
Properties=species:S:1:pos:R:3:forces:R:3 method="wB97M-V/def2-TZVPD" e_homo_ev=-8.1 relative_energy_ev=1.1852 smiles="CC1(C)CCCC(C)(C)N1O.CC1(C)CCCC(C)(C)N1O.COC[C@H](C)N.NC(N)=O.NC(N)=O" total_energy_ha=-1707.979693 fmax_ev_per_a=6.48 lumo_ev=0.25
C -24.35812 -22.14666 11.68661 0.47 -1.07 -2.19
C -25.16223 -21.42237 12.73336 1.35 0.28 2.24
C -25.02574 -22.17105 14.09893 -0.63 -0.19 -0.89
C -24.50791 -20.01135 13.00982 -0.51 -0.06 -1.72
C -24.99339 -18.96347 11.98259 1.11 -0.05 0.56
C -26.45659 -18.89121 11.83320 -1.02 -0.64 0.30
C -27.10629 -20.29290 11.53327 -0.38 0.87 -0.79
C -28.59708 -20.07519 11.76831 -0.94 -0.95 0.88
C -26.89456 -20.76114 10.08895 -0.57 -0.96 -0.26
N -26.59833 -21.31324 12.47372 -0.55 1.16 1.33
O -27.34280 -22.57103 12.49678 1.42 1.71 -0.86
H -24.21080 -21.64271 10.73139 -0.20 0.78 0.14
H -23.34211 -22.49878 11.86495 0.05 0.39 1.11
H -24.79535 -23.06917 11.30463 -0.66 -0.32 0.42
H -25.52831 -21.60253 14.88143 -0.22 -0.13 -0.08
H -25.55022 -23.10450 13.89473 0.20 -0.27 0.77
H -24.01116 -22.35445 14.45258 0.11 0.02 -0.48
H -24.59187 -19.70534 14.05262 -0.39 0.04 -0.10
H -23.44923 -20.13111 12.77973 0.14 -0.20 0.41
H -24.62538 -17.96584 12.22218 0.28 0.00 0.12
H -24.57348 -19.21278 11.00811 0.21 -0.08 -0.10
H -26.68254 -18.12186 11.09487 -0.31 -0.51 -0.66
H -26.95197 -18.45701 12.70164 0.14 -0.36 0.52
H -29.16837 -21.00349 11.76895 0.08 -0.30 -0.88
H -29.08180 -19.35412 11.11012 0.32 -0.03 -0.11
H -28.82887 -19.82396 12.80333 0.45 0.77 0.02
H -27.38990 -20.17010 9.31862 0.38 0.51 0.14
H -27.44968 -21.69522 10.00272 -0.21 -0.33 0.04
H -25.88886 -21.07191 9.80593 0.08 0.70 0.05
H -27.02251 -22.97594 11.68741 -0.25 -0.74 -0.30
C -28.25486 -14.43455 14.75070 0.30 0.31 0.21
C -27.85087 -15.54872 15.80597 0.71 1.39 -0.01
C -27.45182 -16.79938 15.01018 -0.04 -0.05 -0.51
C -26.60823 -14.85636 16.56262 0.08 -3.02 1.01
C -26.06150 -15.75595 17.78411 -1.60 0.83 -1.60
C -27.21066 -16.20272 18.67653 -0.60 0.38 0.54
C -28.61898 -16.59737 18.04706 0.96 -1.11 1.71
C -28.49678 -18.13902 17.85328 -0.29 -0.15 -1.43
C -29.75982 -16.47860 19.17422 -0.22 0.05 -1.03
N -28.89945 -15.82022 16.82820 1.54 1.86 1.54
O -30.22085 -15.90112 16.41557 0.53 -0.78 -0.61
H -29.06427 -14.59840 14.03928 -0.79 -0.23 0.90
H -28.25385 -13.45601 15.23088 -1.11 -0.08 0.37
H -27.51386 -14.16375 13.99859 1.15 -0.98 0.21
H -26.93192 -16.55347 14.08425 0.32 0.29 0.11
H -26.85133 -17.54664 15.52893 -0.01 0.18 0.21
H -28.35770 -17.27349 14.63241 -0.27 -0.24 0.18
H -25.77725 -14.83714 15.85752 -0.14 0.65 -0.19
H -26.86863 -13.89998 17.01608 -0.15 0.08 -0.55
H -25.57958 -16.67619 17.45396 0.32 0.25 -0.46
H -25.35097 -15.14770 18.34381 0.08 -0.19 0.04
H -27.40115 -15.47847 19.46854 -0.02 0.30 -0.10
H -26.78878 -17.07127 19.18223 -0.54 -0.16 0.31
H -28.20361 -18.69369 18.74461 -0.31 0.27 0.14
H -27.76582 -18.41970 17.09498 0.47 0.32 0.19
H -29.39274 -18.58876 17.42541 -0.42 -0.04 0.38
H -30.65355 -16.99851 18.82921 -0.13 0.24 -0.49
H -30.07972 -15.48113 19.47559 0.34 0.26 -0.41
H -29.61994 -17.02119 20.10917 1.13 -0.08 -0.08
H -30.19903 -16.81371 16.11841 -1.22 -0.46 -0.50
C -29.01628 -26.75216 20.60439 -0.11 1.70 -1.68
O -28.86296 -25.94142 19.37453 -0.91 -1.23 -0.41
C -29.84297 -26.14998 18.30090 -0.33 1.60 2.22
C -29.60332 -25.11800 17.20270 -1.48 -2.26 -1.23
C -30.80455 -25.26969 16.19217 0.34 0.30 -0.20
N -28.34530 -25.35081 16.50127 1.13 0.42 0.27
H -29.16893 -27.80547 20.36912 0.66 -0.12 0.08
H -29.87914 -26.44442 21.19503 -0.19 0.28 -0.12
H -28.11535 -26.41441 21.11658 -0.03 -0.95 0.32
H -29.97605 -27.19197 18.00994 0.66 -0.14 -0.39
H -30.81696 -25.85062 18.68797 -0.32 -0.16 0.42
H -29.66342 -24.10866 17.60978 0.42 -0.03 0.18
H -31.81303 -25.14982 16.58803 0.21 0.06 0.66
H -30.82393 -26.23506 15.68640 0.35 -0.19 0.11
H -30.76607 -24.52457 15.39756 0.36 0.11 -0.03
H -27.64244 -25.50498 17.21002 0.40 0.96 0.65
H -28.20153 -26.26147 16.08879 -1.30 -0.35 -0.72
N -31.81868 -21.27618 17.97589 -0.87 -2.50 -5.92
C -31.77971 -20.92848 19.19659 -3.66 1.67 4.14
N -30.61374 -20.52008 19.51743 5.93 1.41 1.44
O -32.66690 -20.78831 20.03456 -1.76 -0.69 -0.13
H -30.91318 -21.37638 17.53983 -0.17 -0.04 -0.67
H -32.61690 -21.51427 17.40470 -0.02 0.01 0.80
H -29.89431 -20.61676 18.81516 0.50 0.48 0.56
H -30.48310 -20.01485 20.38217 0.04 -0.39 -0.33
N -28.07889 -20.41311 15.06747 1.08 1.80 -1.44
C -28.60620 -21.42033 15.74445 -0.73 3.41 1.93
N -28.49728 -22.53946 15.14757 -0.40 -3.90 -0.79
O -29.16829 -21.22510 16.82409 -0.35 -0.45 1.17
H -27.93741 -19.48406 15.43755 -0.27 -0.45 0.02
H -27.61114 -20.70247 14.22037 0.48 0.72 -0.11
H -28.12595 -22.60825 14.21083 0.01 -0.57 0.30
H -28.76007 -23.31301 15.74143 0.33 -0.62 -0.80

=====

3.
101
Properties=species:S:1:pos:R:3:forces:R:3 method="wB97M-V/def2-TZVPD" e_homo_ev="-15.3 / -15.3" multiplicity=4 total_energy_ha=-5426.136168 charge=+3 s2=3.7631 fmax_ev_per_a=4.03 lumo_ev="-7.96 / -12.39"
Cu -8.20862 -0.72533 -4.37507 0.20 -2.31 2.03
Cu -3.71603 -0.30592 -1.36688 -0.73 -0.31 -2.37
O -7.71620 -2.10290 -0.35414 -1.18 -1.27 0.67
C -7.14055 -1.23530 -1.14137 1.06 0.48 -1.30
O -7.79337 -0.78311 -2.08461 -1.21 0.89 -1.53
O -5.94147 -1.00033 -0.87777 3.02 0.97 0.55
H -6.99045 -2.50077 0.13227 -0.03 -0.19 0.65
O -4.05661 -0.87699 -5.55845 0.10 0.42 -0.66
C -4.81819 -1.01185 -4.47036 0.79 -0.15 3.95
O -6.03530 -1.09554 -4.59586 -3.51 0.45 -1.61
O -4.26007 -1.08070 -3.35273 1.21 0.52 -0.41
H -4.73663 -0.93795 -6.23333 0.10 -0.06 -0.96
C 0.72473 1.40648 -8.60512 0.52 -0.49 -0.89
O 0.62767 1.41901 -7.21084 -1.32 -0.40 0.83
C -0.37564 2.20585 -6.61766 2.67 0.68 -0.16
C -1.83895 1.81348 -6.86642 0.31 -0.51 2.02
N -2.62411 2.87432 -6.30049 -0.81 -1.64 -3.21
C -4.04856 2.54377 -6.28946 -1.27 0.44 0.74
C -4.96416 3.70608 -5.90363 1.39 1.51 0.31
O -5.10306 4.59432 -7.00400 -0.53 -0.40 0.23
C -5.97025 5.68061 -6.63655 -0.51 0.16 -0.57
H 1.40678 0.60143 -8.87861 0.30 0.28 0.24
H 1.05239 2.35008 -9.04142 0.09 0.24 0.24
H -0.17514 1.11639 -9.14751 -0.83 0.09 0.30
H -0.18317 3.22839 -6.94243 -0.53 0.37 -0.35
H -0.15888 2.22795 -5.54966 -0.09 -0.40 0.00
H -2.08900 0.89157 -6.34137 -0.06 -0.16 0.00
H -1.91633 1.56537 -7.92498 -0.34 0.72 -0.61
H -2.48195 3.67610 -6.89801 0.27 1.25 0.47
H -4.21442 1.63952 -5.70386 0.06 0.05 0.10
H -4.31135 2.32629 -7.32471 0.06 -0.29 -0.35
H -4.43216 4.32265 -5.17912 0.25 -0.14 0.74
H -5.89683 3.47537 -5.38885 -0.30 -0.62 -0.52
H -5.63124 6.25289 -5.77303 0.30 -0.19 0.12
H -6.98019 5.31302 -6.45485 -0.04 -0.24 0.28
H -6.09727 6.37586 -7.46636 0.51 -0.23 -0.13
C -2.43892 -3.33424 -0.77743 0.15 -1.56 2.46
O -2.42742 -2.26428 -1.68012 0.55 0.59 -0.32
C -1.05937 -1.89108 -1.89895 0.73 2.26 -0.10
C -0.97857 -0.53321 -2.70096 0.13 -2.06 0.59
N -1.74633 0.56618 -2.07097 -0.18 0.07 -0.15
C -1.99076 1.68185 -3.00856 -1.74 0.68 -0.58
C -3.16456 2.57424 -2.50101 1.24 -0.77 0.09
O -4.23615 1.68752 -2.28483 -0.23 -1.22 -0.61
C -5.43453 2.40393 -2.03249 -0.20 -0.12 1.51
H -1.76161 -4.17009 -0.95271 -0.21 -0.12 -1.40
H -3.42513 -3.72279 -0.52341 -0.16 0.28 -0.75
H -2.00502 -3.09642 0.19379 -0.13 1.02 0.32
H -0.40375 -2.57994 -2.43162 -0.76 -0.61 -0.40
H -0.55431 -1.80045 -0.93729 -0.17 0.29 0.35
H -1.28880 -0.79297 -3.71307 -0.40 0.52 -0.02
H 0.07508 -0.25583 -2.73213 0.08 -0.03 -0.11
H -1.05011 1.02794 -1.50338 -0.24 -0.44 1.45
H -2.27055 1.22545 -3.95804 -0.26 0.09 -0.07
H -1.12860 2.31847 -3.20728 0.33 -0.19 0.34
H -3.42989 3.36956 -3.19753 -0.02 -0.20 -0.40
H -2.95242 3.09585 -1.56772 0.39 -0.03 0.23
H -6.27040 1.72813 -1.85163 0.17 -0.25 -0.50
H -5.62928 3.12452 -2.82680 -0.03 0.04 0.15
H -5.22490 2.83909 -1.05536 -0.60 0.94 -0.10
C -11.01035 1.13245 -3.69262 0.24 0.64 -0.06
O -10.31672 -0.09346 -3.94192 0.60 -0.03 -0.66
C -11.00259 -1.17254 -3.32979 -0.18 -0.56 0.13
C -10.70074 -2.37346 -4.14175 0.96 -0.44 -0.46
N -9.22230 -2.64889 -3.98272 -0.52 -0.27 -0.70
C -8.81420 -3.87328 -4.72593 -0.41 0.01 -1.64
C -8.79432 -3.61587 -6.25944 0.17 -1.38 1.73
O -7.69083 -2.77654 -6.39670 -0.50 1.77 -0.80
C -7.50668 -2.30724 -7.73700 1.06 -0.28 0.05
H -10.91406 1.39596 -2.63935 0.02 0.13 -0.03
H -12.06292 1.00004 -3.94298 0.06 0.07 -0.07
H -10.57117 1.88988 -4.34186 -0.08 0.02 0.19
H -12.08563 -1.05738 -3.37285 0.01 0.51 0.21
H -10.64578 -1.27121 -2.30458 -0.21 -0.03 0.19
H -10.94726 -2.20592 -5.19020 0.04 0.04 0.06
H -11.25463 -3.24608 -3.79557 -0.03 -0.06 0.07
H -9.23357 -2.98991 -3.03210 1.02 0.83 0.86
H -9.52128 -4.65168 -4.43917 -0.18 -0.12 -0.19
H -7.82684 -4.26362 -4.47921 0.04 0.63 0.42
H -9.74915 -3.25394 -6.64077 0.09 0.41 -0.15
H -8.57712 -4.56562 -6.74822 -0.19 -0.21 -0.15
H -8.31670 -1.74405 -8.20042 -0.40 -0.09 0.43
H -7.24879 -3.14661 -8.38280 -0.11 -0.09 -0.12
H -6.62673 -1.66556 -7.69201 -0.02 0.08 -0.07
C -1.93910 -5.31447 -4.40984 -0.35 -1.07 -0.49
C -2.63131 -4.32723 -5.30471 -0.08 0.36 -0.61
C -4.19432 -4.40457 -5.30142 1.25 -1.30 -0.11
O -4.53321 -5.67090 -5.95358 0.29 2.04 1.13
C -5.90839 -5.75691 -6.20779 0.27 -0.68 -0.55
N -2.03203 -3.06573 -4.92378 -0.79 1.07 0.04
H -2.56186 -6.20750 -4.35719 0.51 -0.35 0.11
H -1.77148 -4.92963 -3.40391 -0.30 0.13 0.11
H -0.94962 -5.49848 -4.82836 -0.10 -0.40 0.11
H -2.32690 -4.42393 -6.34686 -0.12 -0.69 -0.10
H -4.68506 -3.56547 -5.79456 0.11 0.12 -0.52
H -4.52973 -4.35203 -4.26564 -0.33 -0.40 0.35
H -6.24855 -4.98832 -6.90181 0.04 0.28 -0.14
H -6.51683 -5.69611 -5.30545 -0.01 -0.18 0.25
H -6.01769 -6.72427 -6.69806 -0.42 0.01 0.16
H -2.61420 -2.35795 -5.34828 0.29 0.52 -0.01
H -2.19267 -2.97739 -3.93055 -0.10 0.28 0.28